# C4H6S2

The molecule C4H6S2 in a non-equilibrium geometry (the ωB97M-V functional and the def2-TZVPD basis, the OMol25 dataset).

Properties
Energy relative to the best compared isomer or geometry (same formula, charge and spin), kJ/mol: 230.9
E, eV: -25912.8979
Structure (SMILES): C#C[C@@H](S)CS
Net charge: 0

Each line ends with the Löwdin charge.
Positions of all 12 atoms, in Å:
C (-0.87, 0.02, 1.02)  -0.5593
C (0.58, 0.10, 0.70)  -0.7856
C (1.20, -1.02, 0.01)  -0.2067
C (2.06, -1.87, -0.27)  0.1444
H (-3.04, -0.38, 0.25)  -0.1322
H (-1.04, -0.87, 1.65)  0.0746
H (-1.29, 0.89, 1.52)  0.0776
H (1.26, 0.33, 1.45)  0.0728
H (-0.38, 1.90, -0.65)  -0.1352
H (2.75, -2.62, -0.56)  0.0218
S (-1.89, -0.48, -0.47)  0.6732
S (0.88, 1.57, -0.30)  0.7545

***

# C4H6S2

A structure of composition C4H6S2 in a non-equilibrium geometry (the ωB97M-V functional and the def2-TZVPD basis, the OMol25 dataset).

Properties
Energy relative to the best compared isomer or geometry (same formula, charge and spin), kJ/mol: 299.4
E, eV: -25912.1886
Net charge: 0

Each line ends with the Löwdin charge.
Positions of all 12 atoms, in Å:
C (-0.44, 2.02, -0.19)  -0.1491
C (0.42, 0.83, 0.61)  -0.5690
C (0.76, -1.49, 0.06)  -0.5029
C (-0.40, -0.41, 0.25)  -1.0041
H (0.24, 3.01, -0.16)  0.1079
H (-0.88, 1.67, -1.18)  0.0647
H (-1.36, 2.08, 0.38)  0.0227
H (0.55, 1.10, 1.74)  0.1466
H (0.61, -1.92, 1.32)  0.1638
H (0.67, -2.54, -0.57)  0.1324
S (1.81, -0.05, -0.25)  0.8274
S (-1.93, -0.52, -0.12)  0.7596

***

# C4H6S2

The molecule C4H6S2 in a non-equilibrium geometry (the ωB97M-V functional and the def2-TZVPD basis, the OMol25 dataset).

Properties
Energy relative to the best compared isomer or geometry (same formula, charge and spin), kJ/mol: 257.8
E, eV: -25912.6193
Structure (SMILES): CC1(C)SC1=S
Net charge: 0

Each line ends with the Löwdin charge.
Positions of all 12 atoms, in Å:
C (-1.73, -0.08, -0.04)  -0.9657
C (-0.01, 0.25, 0.01)  -0.7271
C (0.67, -0.18, 1.30)  -0.0832
C (0.77, -0.03, -1.27)  -0.0839
S (-1.27, 1.55, 0.08)  0.8886
S (-3.35, -0.78, -0.08)  0.4574
H (0.98, -1.15, 1.06)  0.0610
H (-0.09, -0.28, 2.14)  0.1118
H (1.27, 0.68, 1.49)  0.0747
H (1.50, 0.84, -1.50)  0.1154
H (0.03, 0.12, -2.12)  0.1039
H (1.23, -0.94, -1.08)  0.0472

***

> Which value of energy relative to the best compared isomer or geometry (same formula, charge and spin) does entry 2 give?

299.4 kJ/mol

***

> Number 3 is which compound?

C4H6S2

***

Repeat the third record exactly.
# C4H6S2

The molecule C4H6S2 in a non-equilibrium geometry (the ωB97M-V functional and the def2-TZVPD basis, the OMol25 dataset).

Properties
Energy relative to the best compared isomer or geometry (same formula, charge and spin), kJ/mol: 257.8
E, eV: -25912.6193
Structure (SMILES): CC1(C)SC1=S
Net charge: 0

Each line ends with the Löwdin charge.
Positions of all 12 atoms, in Å:
C (-1.73, -0.08, -0.04)  -0.9657
C (-0.01, 0.25, 0.01)  -0.7271
C (0.67, -0.18, 1.30)  -0.0832
C (0.77, -0.03, -1.27)  -0.0839
S (-1.27, 1.55, 0.08)  0.8886
S (-3.35, -0.78, -0.08)  0.4574
H (0.98, -1.15, 1.06)  0.0610
H (-0.09, -0.28, 2.14)  0.1118
H (1.27, 0.68, 1.49)  0.0747
H (1.50, 0.84, -1.50)  0.1154
H (0.03, 0.12, -2.12)  0.1039
H (1.23, -0.94, -1.08)  0.0472

***

> net charge of number 1 (C4H6S2)?

0